ORCA calculation (ωB97M-V/def2-TZVPD) on a structure of composition C36H51IN8O10P2Tl in a non-equilibrium geometry.

ORCA input file:
```
! wB97M-V def2-TZVPD RIJCOSX def2/J DEFGRID3
* xyz -1 1
Tl 0.39222 0.57014 0.21253
C -3.89553 -3.20151 1.69428
C -2.48717 -3.05394 2.30592
C -2.17178 -4.32362 3.11934
C -2.41206 -1.81338 3.15050
C -3.51026 -1.50512 3.95899
C -3.69243 -0.23442 4.49639
C -2.69618 0.67576 4.23842
C -1.33742 0.35148 3.85242
C -0.42111 0.70592 5.05942
C -0.52063 2.22999 5.01754
C 1.04419 0.23802 4.98868
C -1.26037 -0.99753 3.17774
N -0.21457 -1.15281 2.32273
C 0.68561 -2.13019 2.47612
O 0.89608 -2.82048 3.48485
C 1.52778 -2.43693 1.27527
C 2.71774 -3.13180 1.50661
C 3.59106 -3.36173 0.44275
C 3.22185 -2.93717 -0.79135
C 2.01410 -2.22447 -0.93997
N 1.16985 -1.97716 0.06021
C 1.78920 -1.63145 -2.33056
O 2.44121 -2.14071 -3.26026
N 0.80905 -0.72982 -2.44779
C 0.40228 -0.23015 -3.64976
C -0.14611 -1.11578 -4.63899
C -0.88488 -0.56424 -5.68888
C -0.97337 0.79975 -5.83088
C -0.34770 1.68135 -4.93707
C 0.40212 1.20233 -3.88057
C 1.11465 2.20978 -3.00104
C 0.10747 3.12409 -2.23807
C 2.10077 2.97879 -3.93297
C 0.04368 -2.58975 -4.57825
C -0.36564 -3.26955 -5.90015
C -0.68512 -3.26802 -3.38677
H -3.92136 -3.96090 0.91170
H -4.35303 -2.27458 1.30598
H -4.61840 -3.58249 2.45759
H -1.75697 -2.99050 1.48833
H -2.82471 -4.33418 4.03249
H -1.12878 -4.30516 3.44958
H -2.31915 -5.25479 2.55954
H -4.20336 -2.32222 4.11966
H -4.63126 0.01396 4.98700
H -2.84922 1.76976 4.23152
H -0.87061 0.31649 5.99799
H 0.28226 2.92431 3.21015
H 0.30324 2.75688 5.56805
H -1.47224 2.58230 5.52398
H 1.55417 0.72050 4.14399
H 1.10229 -0.84480 4.90056
H 1.51942 0.58206 5.92127
H 2.91873 -3.38433 2.55598
H 4.56455 -3.82223 0.60859
H 3.80098 -3.07219 -1.69066
H -1.42659 -1.20693 -6.40065
H -1.53541 1.23621 -6.66559
H -0.48834 2.74446 -5.11955
H 1.73757 1.69252 -2.28554
H -0.44566 3.71603 -3.02123
H 0.62077 3.82221 -1.58266
H -0.60063 2.53919 -1.64724
H 1.61271 3.58478 -4.72493
H 2.75988 2.23222 -4.39973
H 2.75698 3.61485 -3.36579
H 1.12598 -2.73628 -4.39899
H -1.45595 -3.38842 -5.98885
H 0.10834 -4.24563 -6.04682
H -0.05255 -2.64112 -6.73919
H -1.74483 -3.12173 -3.54183
H -0.46687 -2.84740 -2.42009
H -0.45381 -4.36576 -3.35737
C 5.75921 3.00091 1.14263
C 4.33382 2.69593 0.71099
O 3.91197 3.69659 -0.22746
P 3.26413 2.75297 2.19566
O 3.55128 1.37861 2.92503
O 3.95241 3.88256 3.04735
O 1.76705 2.89886 1.97462
P 4.23698 1.05369 -0.25811
O 5.73324 0.39048 -0.21601
O 3.83475 1.40278 -1.65862
O 3.33845 0.16849 0.61109
H 5.81842 4.06799 1.36468
H 6.42482 2.76217 0.32173
H 6.08377 2.46828 2.03243
H 3.46729 3.21739 -0.96245
H 3.53931 0.64574 2.21487
H 3.34210 4.46974 3.55522
H 6.08558 0.13013 -1.10217
N -3.84319 0.44932 -3.34088
N -3.22373 -0.64229 -2.60467
H -3.64401 0.24867 -4.34874
H -3.28386 1.29795 -3.14118
H -4.04241 -1.24193 -2.39008
H -3.04872 -0.23259 -1.67024
I -6.24945 0.81990 2.04933
C -4.74652 1.65971 0.87948
C -4.69906 2.92555 0.32637
N -3.54021 3.01014 -0.34608
N -2.81469 1.87545 -0.31489
C -3.53178 1.05676 0.45865
H -5.42816 3.70732 0.37553
H -3.19297 3.81206 -0.82872
H -3.13292 0.05706 0.72772
O -0.96609 1.41517 2.88000
N -0.65347 2.62561 3.63229
*
```

Computed properties:
E_LUMO ... -0.0034 Eh
E_tot ... -3745.8875 Eh
Gap between HOMO and LUMO ... 4.0 eV


ORCA calculation (ωB97M-V/def2-TZVPD) on a cluster of 2 separate species, C3H12N2O in total in a non-equilibrium geometry.

ORCA input file:
```
! wB97M-V def2-TZVPD RIJCOSX def2/J DEFGRID3
* xyz 0 1
C -0.21771 -0.16391 -1.52878
C 0.76652 -0.03664 -0.33756
N 0.10102 0.52543 0.89047
C 1.52380 -1.31855 -0.07029
N 2.51184 -1.09211 1.03431
H 0.31833 0.00207 -2.45681
H -1.04817 0.53525 -1.43979
H -0.62827 -1.17793 -1.54945
H 1.45215 0.76362 -0.63013
H -0.29558 -0.23102 1.43152
H -0.54080 1.22800 0.55748
H 0.85650 -2.07895 0.37148
H 2.04575 -1.81854 -0.90980
H 3.42441 -0.94424 0.62366
H 2.23055 -0.25170 1.52701
O -3.84734 1.93680 1.04577
H -4.06024 2.75659 0.58189
H -4.59275 1.36582 0.85900
*
```

Computed properties:
E_LUMO ... 0.0282 Eh
E_tot ... -306.2285 Eh
SMILES ... C[C@@H](N)CN.O
Gap between HOMO and LUMO ... 9.7 eV


ORCA calculation (ωB97M-V/def2-TZVPD) on a structure of composition C39H44N9OSeW.

ORCA input file:
```
! wB97M-V def2-TZVPD RIJCOSX def2/J DEFGRID3
* xyz 3 1
W -0.01211 -0.19662 -0.37602
C -1.43638 2.58588 -2.20280
C 0.05164 2.70755 -2.04470
C 0.69880 3.73398 -2.72937
C 2.07169 3.84396 -2.69379
C 2.79084 2.92473 -1.94783
C 2.09347 1.95541 -1.25728
N 0.75898 1.84520 -1.29529
C 2.75731 1.01514 -0.33116
C 4.11852 1.01311 -0.09273
C 4.63891 0.22886 0.92139
C 3.76265 -0.50854 1.69243
C 2.41201 -0.50943 1.37980
N 1.92015 0.20791 0.35462
C 1.39874 -1.23122 2.17303
C 1.75370 -2.11359 3.16991
C 0.75303 -2.69304 3.92997
C -0.54867 -2.31129 3.69373
C -0.86172 -1.42569 2.66726
C -2.30016 -1.00487 2.55330
N 0.11551 -0.93524 1.86144
H -1.73237 2.98491 -3.17105
H -1.95531 3.16711 -1.43992
H -1.77054 1.55325 -2.14530
H 0.10529 4.42099 -3.31817
H 2.57910 4.62580 -3.24354
H 3.86690 2.98512 -1.89846
H 4.76955 1.64907 -0.67288
H 5.70007 0.22686 1.13042
H 4.12589 -1.06824 2.54082
H 2.78964 -2.34491 3.36255
H 0.99205 -3.39868 4.71532
H -1.35327 -2.68072 4.31583
H -2.74396 -1.03161 3.54654
H -2.88585 -1.68374 1.93441
H -2.39165 -0.00122 2.15788
Se -2.28151 -7.43558 1.00467
N -3.17290 -5.93787 0.67341
C -2.27274 -5.02627 0.40101
C -2.60840 -3.64343 0.05043
C -3.91530 -3.19532 -0.18735
C -4.11009 -1.89722 -0.59586
C -3.01205 -1.04052 -0.66337
N -1.77992 -1.44680 -0.38572
C -1.57247 -2.74584 -0.12004
C -0.17810 -3.18596 -0.12765
N 0.72339 -2.24315 -0.45195
C 1.98054 -2.60797 -0.67527
C 2.40247 -3.92994 -0.52733
C 1.50037 -4.87748 -0.10687
C 0.16233 -4.50287 0.09041
C -0.90489 -5.44766 0.43196
N -0.68784 -6.70454 0.72954
H -4.74315 -3.88537 -0.07505
H -5.09423 -1.52211 -0.84051
H -3.13853 -0.00583 -0.95486
H 2.66938 -1.83094 -0.97962
H 3.43318 -4.18418 -0.73310
H 1.78951 -5.91033 0.04594
C -0.55774 -2.10889 -3.72514
C 0.09975 -0.74962 -3.59330
C -0.57439 0.28293 -4.47094
C 1.59281 -0.80837 -3.84917
O -0.07318 -0.32213 -2.19544
H -0.45215 -2.47065 -4.74830
H -1.62416 -2.05044 -3.49890
H -0.08715 -2.83827 -3.06226
H -0.46386 -0.01370 -5.51418
H -0.11515 1.26500 -4.35246
H -1.64171 0.35278 -4.25679
H 1.76661 -0.95410 -4.91515
H 2.06053 -1.64127 -3.32101
H 2.07509 0.12667 -3.55700
C -0.70180 5.53285 1.82125
C -0.99252 4.31799 2.68719
N -0.63744 3.02880 2.03940
C 0.61690 2.43653 2.51070
C 1.81492 3.35388 2.33767
C -1.49067 2.41939 1.23685
C -2.87251 3.02230 1.13778
N -1.31308 1.27704 0.56102
H -1.04498 6.43355 2.32924
H -1.21390 5.48100 0.85885
H 0.36489 5.64168 1.63014
H -2.03378 4.28813 2.99687
H -0.40680 4.35897 3.60438
H 0.74363 1.49895 1.99397
H 0.47932 2.21218 3.57172
H 1.91952 3.68641 1.30519
H 2.72148 2.82266 2.63377
H 1.74874 4.23816 2.97023
H -3.39518 2.91037 2.08975
H -3.45393 2.52355 0.36568
H -2.84467 4.08458 0.90668
H -2.23497 1.03210 0.22850
*
```

Computed properties:
E_LUMO (spin up / spin down) ... -0.3146 / -0.3146 Eh
E_tot ... -4548.4071 Eh
Gap between HOMO and LUMO (spin up / spin down) ... 6.5 / 6.5 eV


Among the records above, which one has the lowest E_tot? C39H44N9OSeW


Copy entry 2 word for word.
ORCA calculation (ωB97M-V/def2-TZVPD) on a cluster of 2 separate species, C3H12N2O in total in a non-equilibrium geometry.

ORCA input file:
```
! wB97M-V def2-TZVPD RIJCOSX def2/J DEFGRID3
* xyz 0 1
C -0.21771 -0.16391 -1.52878
C 0.76652 -0.03664 -0.33756
N 0.10102 0.52543 0.89047
C 1.52380 -1.31855 -0.07029
N 2.51184 -1.09211 1.03431
H 0.31833 0.00207 -2.45681
H -1.04817 0.53525 -1.43979
H -0.62827 -1.17793 -1.54945
H 1.45215 0.76362 -0.63013
H -0.29558 -0.23102 1.43152
H -0.54080 1.22800 0.55748
H 0.85650 -2.07895 0.37148
H 2.04575 -1.81854 -0.90980
H 3.42441 -0.94424 0.62366
H 2.23055 -0.25170 1.52701
O -3.84734 1.93680 1.04577
H -4.06024 2.75659 0.58189
H -4.59275 1.36582 0.85900
*
```

Computed properties:
E_LUMO ... 0.0282 Eh
E_tot ... -306.2285 Eh
SMILES ... C[C@@H](N)CN.O
Gap between HOMO and LUMO ... 9.7 eV